Entry 1:
A 12-piece molecular cluster, C69H150F8N12O24S8 overall in a non-equilibrium geometry. Source: the Open Molecules 2025 dataset; level of theory: the ωB97M-V functional and the def2-TZVPD basis.

Computed properties:
Kohn-Sham gap in eV: 4.02
F_max in eV Å⁻¹: 13.719
Charge: +4

Each line ends with the Mulliken charge.
Cartesian coordinates (Å):
C (1.12852, 5.79468, -3.49633)  -1.69
C (1.98701, 4.51699, -3.60314)  1.73
C (1.19714, 3.35453, -4.05440)  -0.57
C (0.70793, 3.46129, -5.49679)  -0.47
C (1.94610, 3.57664, -6.42253)  -0.81
C (3.05007, 4.68463, -6.08081)  1.22
N (3.17368, 4.77553, -4.54843)  1.05
O (4.35709, 5.25076, -4.01180)  -0.29
C (2.54690, 6.04906, -6.55297)  -1.67
C (4.39221, 4.33238, -6.70447)  -1.37
C (2.53854, 4.06706, -2.20031)  -1.86
H (1.68805, 6.55104, -2.94591)  0.43
H (0.24117, 5.64801, -2.88053)  0.38
H (0.76767, 6.15113, -4.46112)  0.29
H (0.28192, 3.18711, -3.48658)  0.71
H (1.74596, 2.41960, -3.94127)  -0.26
H (0.11772, 4.35571, -5.69619)  0.66
H (0.12562, 2.61233, -5.85498)  -0.32
H (1.69042, 3.80695, -7.45678)  0.53
H (2.41208, 2.59191, -6.45828)  -0.12
H (1.48558, 6.24038, -6.39463)  0.37
H (2.68794, 5.98899, -7.63213)  0.47
H (3.15115, 6.84939, -6.12582)  0.39
H (4.34904, 4.29458, -7.79296)  0.43
H (4.61987, 3.33450, -6.32963)  0.16
H (5.13023, 5.13418, -6.72808)  0.47
H (1.86312, 3.66345, -1.44600)  0.29
H (3.05000, 4.91759, -1.74962)  0.54
H (3.39218, 3.39031, -2.23780)  0.28
C (-1.14662, -0.29874, -2.62295)  -0.87
C (-0.20462, -1.17120, -1.77475)  2.80
C (1.36968, -0.86619, -2.06361)  -0.51
C (1.92432, 0.29194, -1.12027)  -0.37
C (1.62855, -0.11421, 0.29783)  -0.39
C (0.10369, -0.11691, 0.65284)  2.18
N (-0.59583, -0.96852, -0.38594)  0.71
O (-1.79175, -1.39880, 0.04910)  0.56
C (-0.55156, 1.30954, 0.64522)  -1.11
C (0.04475, -0.89422, 2.02483)  -1.09
C (-0.35707, -2.62631, -2.16169)  -0.51
H (-2.17289, -0.64046, -2.48845)  0.16
H (-1.13281, -0.37998, -3.70984)  -0.75
H (-1.14609, 0.75638, -2.34942)  0.40
H (1.58364, -0.64991, -3.11030)  -0.67
H (1.93003, -1.79013, -1.92063)  -0.01
H (1.36587, 1.19195, -1.37761)  -0.77
H (2.99805, 0.38180, -1.28497)  0.98
H (2.12643, 0.62035, 0.93078)  -0.21
H (2.11995, -1.06926, 0.48365)  0.28
H (-0.57560, 1.72999, -0.36015)  0.05
H (-0.15208, 2.04480, 1.34372)  -0.15
H (-1.59126, 1.19295, 0.95104)  0.22
H (-0.88612, -0.71776, 2.56377)  -0.05
H (0.95096, -0.70108, 2.59891)  0.29
H (0.05916, -1.97851, 1.91439)  0.07
H (0.21210, -3.38400, -1.62310)  0.16
H (-0.20939, -2.79106, -3.22900)  -0.21
H (-1.35090, -3.04010, -1.99087)  -0.39
C (-5.62889, -5.05812, 0.17075)  -1.64
C (-5.79818, -3.57530, 0.09104)  1.55
C (-7.32546, -3.15724, -0.22394)  -1.15
C (-8.30551, -3.22921, 0.97373)  -0.76
C (-7.72122, -2.37054, 2.12623)  -1.30
C (-6.30062, -2.79941, 2.65563)  1.10
N (-5.35861, -2.93812, 1.40839)  1.00
O (-3.97764, -3.05605, 1.71328)  0.14
C (-6.35422, -4.12198, 3.52689)  -1.44
C (-5.91291, -1.62969, 3.58020)  -1.79
C (-4.85606, -3.04486, -1.00961)  -2.26
H (-6.26745, -5.45149, 0.96171)  0.39
H (-4.60936, -5.43204, 0.26479)  0.20
H (-5.88431, -5.53714, -0.77444)  0.47
H (-7.69967, -3.64165, -1.12585)  0.46
H (-7.20615, -2.14439, -0.60864)  0.44
H (-8.57161, -4.24001, 1.28287)  0.36
H (-9.25504, -2.83983, 0.60649)  0.50
H (-8.47024, -2.50319, 2.90690)  0.41
H (-7.88294, -1.31778, 1.89462)  0.46
H (-6.96902, -4.89378, 3.06381)  0.32
H (-6.70555, -3.98898, 4.55012)  0.47
H (-5.32458, -4.46813, 3.61710)  0.36
H (-6.11871, -0.67694, 3.09231)  0.32
H (-4.88922, -1.68304, 3.95075)  0.42
H (-6.55348, -1.77766, 4.44959)  0.57
H (-3.82362, -3.37141, -0.88503)  0.52
H (-4.94099, -1.96193, -1.09989)  0.17
H (-5.18821, -3.50939, -1.93805)  0.58
C (4.06912, -5.10845, -1.94387)  -1.79
C (2.76943, -5.83464, -2.37440)  1.75
C (2.12581, -4.89323, -3.46185)  0.06
C (2.87495, -4.84315, -4.85423)  0.12
C (2.67749, -6.27793, -5.33253)  -2.12
C (3.47273, -7.34945, -4.51070)  1.49
N (3.08468, -7.16998, -3.01157)  0.75
O (3.35580, -8.28837, -2.22372)  -0.22
C (5.05968, -7.26396, -4.64946)  -1.53
C (2.92060, -8.70139, -5.06075)  -1.53
C (1.79838, -6.06885, -1.20752)  -1.63
H (4.01654, -4.30145, -1.21306)  0.40
H (4.59688, -4.73990, -2.82351)  0.34
H (4.77661, -5.83011, -1.53551)  0.43
H (2.10704, -3.83924, -3.18460)  -1.17
H (1.10911, -5.25672, -3.61118)  0.93
H (3.92352, -4.55285, -4.78824)  0.54
H (2.41563, -4.18021, -5.58746)  -0.56
H (2.99971, -6.19869, -6.37079)  0.63
H (1.62040, -6.53361, -5.40521)  0.59
H (5.53725, -7.84345, -3.85938)  0.44
H (5.40544, -6.23727, -4.52924)  0.32
H (5.29651, -7.52166, -5.68174)  0.44
H (3.63937, -9.50928, -5.19780)  0.36
H (2.51701, -8.51137, -6.05529)  0.40
H (2.06348, -8.91734, -4.42293)  0.41
H (2.17473, -6.86116, -0.56045)  0.53
H (0.94521, -6.48552, -1.74287)  0.56
H (1.52606, -5.16580, -0.66122)  0.08
C (-2.15458, -2.48116, -5.39723)  -0.85
C (-2.68982, -1.82565, -6.71751)  1.45
C (-2.22371, -0.35633, -6.74566)  -1.68
C (-0.72937, -0.08949, -7.03352)  1.14
C (-0.22422, -0.87411, -8.26680)  -1.77
C (-0.56346, -2.39119, -8.31665)  1.54
N (-2.01244, -2.60133, -7.91499)  0.57
O (-2.50754, -3.92290, -8.19657)  -0.22
C (0.44497, -3.16815, -7.35039)  -1.22
C (-0.31602, -2.78676, -9.73288)  -1.82
C (-4.27473, -1.81063, -6.75866)  -1.67
H (-2.29430, -3.54960, -5.56161)  0.65
H (-2.57986, -1.94515, -4.54873)  0.44
H (-1.06950, -2.38817, -5.35202)  -0.41
H (-2.44791, 0.06767, -5.76686)  0.37
H (-2.88976, 0.21916, -7.38854)  0.59
H (-0.23304, -0.35016, -6.09875)  -0.90
H (-0.57372, 0.98212, -7.15811)  0.46
H (0.85246, -0.74162, -8.37307)  0.51
H (-0.49195, -0.52304, -9.26338)  0.59
H (1.41009, -3.48331, -7.74702)  0.63
H (0.00976, -4.13742, -7.10706)  0.53
H (0.72270, -2.65855, -6.42775)  -0.48
H (-0.46237, -3.85883, -9.86460)  0.46
H (0.72071, -2.57669, -9.99590)  0.41
H (-1.02711, -2.20553, -10.31991)  0.53
H (-4.86308, -2.72419, -6.84449)  0.39
H (-4.50984, -1.23451, -7.65359)  0.50
H (-4.77027, -1.24473, -5.96980)  0.33
C (-1.02244, 9.24186, 4.34828)  -0.96
C (-2.01063, 9.31081, 3.23318)  -0.49
N (-3.34551, 8.62124, 3.35659)  0.00
C (-4.09067, 9.23020, 4.55643)  -0.95
C (-4.21449, 8.86431, 2.15298)  -0.36
C (-5.52668, 8.05175, 2.06555)  -1.13
C (-3.09785, 7.14080, 3.72053)  -1.07
C (-2.51968, 6.19652, 2.62645)  0.47
O (-1.15133, 6.50664, 2.38257)  -0.47
C (-0.32342, 5.46763, 1.72684)  -0.70
H (-0.39523, 10.13326, 4.35949)  0.46
H (-0.42296, 8.34135, 4.21486)  0.20
H (-1.42744, 9.17588, 5.35808)  0.17
H (-1.56681, 8.91382, 2.32021)  0.50
H (-2.37055, 10.32399, 3.05424)  0.62
H (-3.56925, 9.03545, 5.49359)  0.38
H (-5.11778, 8.86693, 4.59066)  0.39
H (-4.23244, 10.30494, 4.44266)  0.41
H (-3.49162, 8.49391, 1.42609)  0.45
H (-4.28909, 9.94578, 2.03908)  0.47
H (-6.14723, 8.39665, 2.89262)  0.33
H (-5.38555, 6.98641, 2.24788)  0.26
H (-6.00697, 8.07309, 1.08730)  0.41
H (-4.05490, 6.68564, 3.97543)  0.35
H (-2.53997, 7.16401, 4.65666)  0.45
H (-3.10269, 6.27682, 1.70899)  0.56
H (-2.57032, 5.13116, 2.85129)  -0.55
H (-0.43764, 5.52191, 0.64420)  0.47
H (-0.54842, 4.46679, 2.09534)  0.10
H (0.72326, 5.74586, 1.84987)  0.34
C (3.61632, -3.08659, 3.18803)  -0.50
C (5.02749, -3.62949, 2.96344)  -0.50
N (5.25336, -4.99748, 3.72327)  0.12
C (4.28660, -6.03026, 3.12036)  -1.40
C (6.75562, -5.35952, 3.48949)  -0.44
C (7.15267, -6.76077, 3.88869)  -1.29
C (4.95723, -4.95171, 5.25249)  -0.73
C (5.79681, -4.12808, 6.18580)  -1.03
O (5.84670, -2.87034, 5.60102)  -0.10
C (6.28829, -1.87238, 6.41100)  -0.94
H (3.33301, -2.81822, 4.20578)  0.22
H (2.81198, -3.63174, 2.69414)  0.15
H (3.44212, -2.11110, 2.73395)  -0.04
H (5.83071, -2.98423, 3.31919)  0.48
H (5.35762, -3.68471, 1.92609)  0.45
H (3.25884, -5.69839, 3.26752)  0.62
H (4.44713, -6.93501, 3.70666)  0.47
H (4.60786, -6.12114, 2.08275)  0.40
H (7.30521, -4.59730, 4.04181)  0.48
H (6.80508, -5.11445, 2.42854)  0.46
H (6.75219, -7.13561, 4.83062)  0.30
H (8.24174, -6.80071, 3.86811)  0.39
H (6.73639, -7.42019, 3.12714)  0.34
H (4.85771, -5.99793, 5.54165)  0.58
H (3.90539, -4.67030, 5.30280)  0.52
H (6.78949, -4.55704, 6.32246)  0.40
H (5.37666, -4.13836, 7.19152)  0.52
H (7.22715, -2.15822, 6.88527)  0.38
H (5.53953, -1.69212, 7.18233)  0.32
H (6.57821, -1.02539, 5.78917)  0.25
C (0.38701, 6.36336, 5.75094)  -0.55
C (0.55286, 5.15521, 6.69884)  -0.64
N (-0.76085, 4.75539, 7.41142)  0.08
C (-0.54150, 3.49545, 8.21245)  -1.12
C (-1.13822, 5.91847, 8.43751)  -0.45
C (-2.11992, 5.68267, 9.68687)  -1.25
C (-1.98795, 4.53615, 6.41793)  -0.86
C (-1.82048, 3.42369, 5.36045)  0.20
O (-1.66231, 2.15161, 5.89401)  -0.54
C (-1.35164, 1.17207, 4.82851)  -0.57
H (0.08274, 7.23435, 6.33137)  0.42
H (-0.36166, 6.29459, 4.96173)  -0.37
H (1.34925, 6.61619, 5.30567)  0.59
H (1.21834, 5.28695, 7.55199)  0.60
H (1.05546, 4.29244, 6.26167)  0.29
H (0.22477, 3.77084, 8.93707)  0.43
H (-0.13971, 2.74679, 7.52967)  0.38
H (-1.51377, 3.22733, 8.62586)  0.42
H (-1.23017, 6.81297, 7.82147)  0.35
H (-0.20073, 6.15511, 8.94070)  0.45
H (-1.74216, 4.95985, 10.41001)  0.34
H (-3.06531, 5.25453, 9.35363)  0.35
H (-2.13978, 6.65298, 10.18304)  0.40
H (-2.07839, 5.53321, 5.98692)  0.02
H (-2.84559, 4.28655, 7.04263)  0.69
H (-1.06205, 3.74170, 4.64509)  0.00
H (-2.60627, 3.37594, 4.60655)  0.37
H (-2.28275, 1.09012, 4.26777)  0.29
H (-1.11560, 0.14041, 5.08944)  0.52
H (-0.49488, 1.40752, 4.19714)  0.17
N (4.67999, 0.24625, -5.76928)  -0.52
S (4.91538, 0.65658, -4.31351)  0.86
O (4.40682, -0.07944, -3.20616)  -0.43
O (4.78337, 2.09700, -4.08237)  -0.62
F (6.44461, 0.43652, -4.27299)  -0.29
S (3.15371, -0.50124, -5.51826)  0.91
O (1.93635, 0.31745, -5.35696)  -0.25
O (3.12132, -1.80198, -4.86710)  -0.23
F (3.03523, -0.88040, -7.06952)  -0.35
N (-4.65564, 2.70958, 0.16484)  -0.44
S (-4.76714, 2.60747, 1.68016)  0.89
O (-3.66465, 2.04565, 2.45518)  -0.25
O (-6.09977, 2.25098, 2.11350)  -0.66
F (-4.70661, 4.21353, 1.93322)  -0.26
S (-4.98223, 1.03019, -0.09690)  1.00
O (-6.27880, 0.81943, -0.60995)  -0.62
O (-4.42658, 0.00198, 0.83424)  -0.20
F (-3.99111, 0.82767, -1.40225)  -0.26
N (3.96837, 2.12544, 2.31028)  -0.15
S (4.17693, 1.24224, 3.42629)  0.92
O (3.21250, 0.19645, 3.77740)  -0.56
O (5.08719, 1.72524, 4.48091)  -0.62
F (5.28641, 0.39020, 2.48476)  -0.44
S (2.88705, 3.13624, 3.25693)  0.94
O (3.39171, 4.19098, 4.13315)  -0.56
O (1.59187, 2.52250, 3.59388)  -0.32
F (2.47155, 4.09653, 2.02784)  -0.30
N (-1.28245, -5.77372, 3.42148)  -0.48
S (-0.21083, -5.25927, 2.45109)  0.91
O (-0.55121, -4.37715, 1.37535)  -0.12
O (0.85369, -6.20769, 2.20630)  -0.61
F (0.44394, -4.29724, 3.57900)  -0.34
S (-2.32103, -6.52151, 2.27235)  0.94
O (-1.81842, -7.03995, 1.01382)  -0.51
O (-3.70720, -5.95288, 2.38140)  -0.46
F (-2.53107, -7.92310, 3.11359)  -0.33



Entry 2:
C3H6N2S2 as an isolated structure in a non-equilibrium geometry. Source: the Open Molecules 2025 dataset; level of theory: the ωB97M-V functional and the def2-TZVPD basis.

Computed properties:
Kohn-Sham gap in eV: 8.96
Energy above the lowest of the compared OMol25 structures with the same formula, charge and spin in kcal per mole: 69.6
F_max in eV Å⁻¹: 4.423
Charge: 0

Each line ends with the Mulliken charge.
Cartesian coordinates (Å):
C (-0.95635, -0.61797, 0.19212)  -0.45
C (0.09729, -1.28317, -0.65063)  -0.32
C (0.88412, 0.77380, 0.07111)  0.21
H (-1.01741, 2.27988, 1.28046)  0.14
H (-0.89583, -0.81446, 1.38804)  0.24
H (-2.04641, -0.81733, -0.12346)  0.27
H (0.48110, -2.51542, -0.57411)  0.27
H (0.06930, -0.65055, -1.84531)  0.25
H (2.19390, -0.76787, 0.16622)  0.19
N (-0.42592, 0.75437, -0.29858)  -0.16
N (1.24257, -0.48857, -0.06135)  -0.15
S (-1.43498, 2.12671, -0.01410)  -0.12
S (1.80860, 2.02058, 0.46961)  -0.38



- What is the formula in the second record?
  C3H6N2S2



- Which of these has the lowest Kohn-Sham gap?
  C69H150F8N12O24S8